No. 1
ORCA calculation (the ωB97M-V functional and the def2-TZVPD basis) on a structure of composition C4H7NO.

XYZ file:
```
13
Properties=species:S:1:pos:R:3:forces:R:3:mulliken_charge:R:1
C 1.414 -0.531 -0.272 0.441 -0.257 -0.140 -0.695
C -0.146 0.126 0.650 -0.371 0.028 0.287 0.048
C -0.415 1.412 0.046 -0.072 0.116 0.046 -0.384
N 0.159 0.509 -0.951 -0.023 0.001 -0.348 -0.361
C -1.207 -0.847 0.841 -0.068 0.122 0.070 -0.101
O -2.225 -0.626 1.476 0.297 -0.105 -0.192 -0.506
H 1.681 -0.877 -1.283 -0.066 0.079 0.173 0.353
H 2.168 0.164 0.086 -0.133 -0.096 -0.039 0.271
H 1.388 -1.419 0.367 -0.043 0.140 -0.060 0.310
H -1.460 1.631 -0.168 0.123 -0.060 0.051 0.276
H 0.193 2.288 0.269 -0.076 -0.136 -0.018 0.178
H -0.552 0.040 -1.510 0.047 0.051 0.117 0.316
H -0.997 -1.870 0.450 -0.055 0.116 0.053 0.295
```
Forces are in eV/Å.

* F_max: 0.53 eV/A
* energy relative to the best compared isomer or geometry (same formula, charge and spin): 616.8 kJ/mol
* frontier orbital gap: 8.6 eV
* net charge: 0
* E_HOMO: -8.0 eV

***

No. 2
ORCA calculation (the ωB97M-V functional and the def2-TZVPD basis) on a structure of composition C5H13NO in a non-equilibrium geometry.

XYZ file:
```
20
Properties=species:S:1:pos:R:3:forces:R:3:mulliken_charge:R:1
C 1.041 -0.762 2.441 0.237 0.863 0.404 -1.000
C 0.231 0.458 2.014 0.369 -1.550 -2.175 -0.644
C -0.967 0.158 1.039 0.514 2.034 -0.003 -0.663
C -0.542 -0.258 -0.424 -3.589 0.402 1.891 0.487
C -1.112 0.281 -1.604 -1.477 -4.701 -4.642 -0.087
N -0.719 -0.141 -3.020 2.440 3.304 3.831 -0.493
H 1.476 -1.165 1.523 -0.249 -0.725 0.389 0.273
H 1.911 -0.488 3.094 -0.861 -0.038 -0.528 0.311
H 0.377 -1.396 3.036 0.389 -0.553 -0.364 0.326
H 0.793 1.001 1.316 1.385 1.369 0.179 0.329
H -0.049 1.065 2.804 -0.948 1.078 1.466 0.483
H -1.525 1.145 1.003 0.303 -1.324 -0.124 0.315
H -1.540 -0.609 1.527 -0.682 -0.535 -0.453 0.384
H -0.880 -1.332 -0.449 1.633 0.185 -0.898 0.253
H -2.136 0.449 -1.870 -1.046 1.663 1.531 0.428
H 0.286 0.110 -3.176 -0.982 -1.068 -0.012 0.305
H -0.971 -1.068 -3.291 -0.574 -0.608 -0.315 0.296
H 0.446 0.224 -0.985 3.801 0.105 0.806 -0.101
H 2.376 0.262 -0.901 0.238 -0.728 -0.930 0.283
O 1.570 0.441 -0.411 -0.901 0.828 -0.053 -0.485
```
Forces are in eV/Å.

* F_max: 6.77 eV/A
* energy relative to the best compared isomer or geometry (same formula, charge and spin): 691.6 kJ/mol
* frontier orbital gap (alpha / beta): 7.4 / 7.0 eV
* net charge: +1
* 2S+1: 2
* E_HOMO (alpha / beta): -14.7 / -14.7 eV

***

No. 3
ORCA calculation (the ωB97M-V functional and the def2-TZVPD basis) on an isolated molecule of C17H26N4O3.

XYZ file:
```
50
Properties=species:S:1:pos:R:3:forces:R:3:mulliken_charge:R:1
C 1.245 -1.589 2.811 0.000 0.001 0.000 -1.044
N 1.007 -0.162 2.704 0.000 0.001 -0.002 -0.020
C 1.652 0.543 3.803 0.002 0.000 0.001 -0.489
C 1.352 2.032 3.770 0.000 0.000 -0.001 -0.776
C 1.795 2.629 2.441 -0.001 0.000 -0.001 -0.768
C 1.163 1.852 1.295 0.000 0.001 0.001 -1.054
C 1.459 0.353 1.423 0.002 0.000 0.001 0.218
C 0.728 -0.330 0.271 0.008 0.293 -0.047 -0.325
O -0.469 -0.571 0.342 -0.001 0.000 0.000 -0.777
N 1.423 -0.549 -0.885 -0.007 -0.297 0.071 0.490
C 0.648 -1.214 -1.937 0.001 0.004 -0.002 -1.256
C -0.280 -0.235 -2.677 -0.008 -0.012 0.004 -0.593
C -1.634 -0.842 -3.001 0.003 0.004 -0.008 0.413
O -2.016 -1.031 -4.141 -0.001 0.000 0.002 -0.679
N -2.361 -1.158 -1.898 0.002 0.002 0.005 0.067
C -3.680 -1.738 -1.996 0.002 0.000 0.000 -0.834
C -4.753 -0.813 -1.528 -0.003 0.001 0.001 0.671
N -5.664 -1.041 -0.646 0.004 -0.005 -0.002 -0.598
C -6.411 0.130 -0.606 -0.004 0.008 -0.001 -0.278
C -5.890 1.009 -1.479 0.001 -0.003 0.001 -0.253
O -4.820 0.416 -2.085 0.001 0.001 -0.002 -0.273
C 2.866 -0.593 -0.900 -0.008 -0.264 -0.022 -0.062
C 3.596 -0.611 -2.203 0.012 0.263 -0.004 -0.831
C 3.687 0.595 -1.301 0.000 0.009 -0.001 -0.560
H 0.685 -2.124 2.045 0.000 0.000 0.000 0.220
H 2.316 -1.843 2.716 0.000 0.000 0.000 0.316
H 0.901 -1.942 3.783 0.000 0.000 0.000 0.429
H 1.295 0.103 4.735 0.000 0.000 0.000 0.453
H 2.749 0.391 3.773 0.000 -0.001 0.000 0.338
H 0.276 2.178 3.900 0.000 0.000 0.000 0.330
H 1.856 2.523 4.605 0.000 0.000 0.000 0.386
H 1.525 3.685 2.377 0.001 0.000 0.001 0.360
H 2.887 2.573 2.362 0.000 0.000 0.000 0.334
H 0.077 1.976 1.308 0.000 0.000 -0.001 0.388
H 1.531 2.208 0.330 0.000 0.000 0.000 0.260
H 2.548 0.208 1.322 0.000 0.000 0.000 0.606
H 1.344 -1.681 -2.627 0.001 0.000 0.000 0.768
H 0.059 -2.007 -1.477 0.000 0.000 -0.001 0.478
H -0.444 0.636 -2.040 0.001 0.001 -0.001 0.368
H 0.161 0.102 -3.613 0.003 0.003 0.000 0.378
H -1.951 -0.973 -0.989 -0.001 -0.001 -0.001 0.231
H -3.838 -1.988 -3.045 -0.001 -0.001 0.000 0.452
H -3.759 -2.647 -1.401 0.000 0.000 -0.001 0.262
H -7.257 0.246 0.049 0.000 -0.002 0.000 0.380
H -6.123 2.015 -1.776 0.000 0.000 0.000 0.383
H 3.295 -1.230 -0.134 -0.001 0.000 0.001 0.447
H 4.449 -1.268 -2.287 0.001 0.001 0.002 0.224
H 3.029 -0.487 -3.115 -0.003 0.002 0.002 0.317
H 3.142 1.474 -1.616 -0.002 -0.001 0.000 0.237
H 4.605 0.787 -0.763 0.001 -0.004 -0.001 0.269
```
Forces are in eV/Å.

* F_max: 0.31 eV/A
* SMILES string: CN1CCCC[C@@H]1C(=O)N(CCC(=O)NCc1ncco1)C1CC1
* energy relative to the best compared isomer or geometry (same formula, charge and spin): 191.7 kJ/mol
* frontier orbital gap: 9.6 eV
* net charge: 0
* E_HOMO: -8.9 eV

***

No. 4
ORCA calculation (the ωB97M-V functional and the def2-TZVPD basis) on a cluster of 2 separate species, C3H3N3O in total in a non-equilibrium geometry.

XYZ file:
```
10
Properties=species:S:1:pos:R:3:forces:R:3:mulliken_charge:R:1
N -2.227 0.263 0.393 0.777 0.224 -0.156 -0.473
C -1.089 0.632 0.198 -0.527 -0.144 0.082 0.586
C 0.156 1.081 0.096 -0.119 -0.055 0.033 -0.580
C 1.222 0.379 0.819 -0.035 -0.183 0.107 -0.020
O 1.063 -0.627 1.478 0.075 0.342 -0.203 -0.502
H -2.608 -0.474 -0.197 0.033 0.044 0.025 0.311
H 0.374 1.934 -0.538 -0.058 -0.107 0.111 0.350
H 2.227 0.835 0.710 -0.129 -0.058 0.033 0.332
N -0.088 -1.924 -1.355 1.911 -0.351 -0.483 0.139
N 0.971 -2.099 -1.605 -1.928 0.288 0.449 -0.141
```
Forces are in eV/Å.

* F_max: 2.00 eV/A
* SMILES string: N=C=CC=O.N#N
* energy relative to the best compared isomer or geometry (same formula, charge and spin): 74.7 kJ/mol
* frontier orbital gap: 10.1 eV
* net charge: 0
* E_HOMO: -9.7 eV

***

Sequential electronic energy output: -7793.252 -8918.583 -30153.663 -9676.680 eV